(1)
Density functional theory data (wB97M-V/def2-TZVPD) for C25H17ClNO8PW as an isolated structure.

```
54
Properties=species:S:1:pos:R:3
W 0.1257 -0.1531 -0.0150
O -6.0815 1.6241 -3.1633
C -5.2259 0.8156 -2.8319
O -5.0182 -0.3889 -3.1354
C -4.0512 1.2109 -1.9471
C -2.8970 1.7603 -2.5103
C -1.6929 1.5916 -1.8717
N -1.6026 0.9279 -0.7079
C -2.7433 0.6395 -0.0489
C -3.9802 0.7948 -0.6096
C -2.4941 0.0020 1.2819
O -3.3316 -0.1827 2.1123
O -1.2003 -0.3486 1.4230
H -2.9305 2.2099 -3.4940
H -0.7551 1.9029 -2.3139
H -4.8536 0.4690 -0.0606
C -2.9377 -3.6630 0.5945
C -3.5227 -2.8275 -0.3550
C -2.7470 -2.1816 -1.2965
C -1.3566 -2.3922 -1.3128
C -0.7748 -3.2529 -0.3730
C -1.5731 -3.8810 0.5770
P -0.2668 -1.2546 -2.2083
C -0.8335 -0.7354 -3.8269
C -2.0669 -1.0635 -4.3814
C -2.4263 -0.5212 -5.6082
C -1.5631 0.3282 -6.2795
C -0.3247 0.6468 -5.7320
C 0.0393 0.1225 -4.5052
C 1.3974 -1.8492 -2.1330
C 2.2509 -2.6009 -2.9281
C 3.4761 -2.9454 -2.3855
C 3.8060 -2.5657 -1.0820
C 2.9359 -1.8271 -0.2966
C 1.7017 -1.4262 -0.8278
H -3.5568 -4.1377 1.3437
H -4.5921 -2.6611 -0.3517
H -3.2391 -1.5050 -1.9884
H 0.2863 -3.4561 -0.3923
H -1.1130 -4.5377 1.3031
H -2.7775 -1.6984 -3.8761
H -3.4002 -0.7582 -6.0141
H -1.8537 0.7548 -7.2307
H 0.3508 1.3100 -6.2559
H 0.9982 0.3780 -4.0667
H 1.9694 -2.9007 -3.9295
H 4.1840 -3.5223 -2.9662
H 4.7683 -2.8556 -0.6790
H 3.2272 -1.5548 0.7082
O 1.6619 2.0580 2.6004
Cl 1.9822 1.2175 1.5251
O 3.3365 1.2486 1.1449
O 1.4889 -0.1728 1.7298
O 1.0890 1.5875 0.2757
```

Properties
E_tot: -2487.90886 Ha
Energy relative to the best compared isomer or geometry (same formula, charge and spin): 62.19 kJ/mol
Frontier orbital gap (alpha / beta): 6.79 / 6.82 eV



(2)
Density functional theory data (wB97M-V/def2-TZVPD) for a 2-piece molecular cluster, C6H18N3 overall in a non-equilibrium geometry.

```
27
Properties=species:S:1:pos:R:3
C -0.5566 -1.4118 1.6435
C -1.2964 -0.0876 1.6853
C -0.8336 -2.2161 2.9509
H -0.7855 -1.9823 0.7844
H 0.5558 -1.1870 1.4299
H -2.0743 -0.1395 0.8687
H -1.0882 -1.6173 3.7213
H -1.6701 -2.8521 2.7708
H -0.6074 0.7857 1.6766
H -1.9021 0.0374 2.6436
H 0.0143 -2.8357 3.2432
C -0.6588 0.0447 -1.8620
C -1.9695 0.6428 -2.1975
C 1.3935 0.7837 -0.6793
N 0.2294 1.1445 -1.2694
N 2.0565 -0.4101 -0.7553
N 2.0507 1.8094 0.0207
H -0.8190 -0.8511 -1.1090
H 0.0127 -0.4334 -2.6474
H -1.7680 1.4257 -2.9631
H -2.6278 1.0362 -1.4590
H -0.4834 1.7115 -0.7441
H 1.5778 -1.0882 -1.1323
H 2.8414 -0.6670 -0.1831
H 1.6241 2.6157 0.2493
H 3.0059 1.8341 0.3798
H -2.6340 -0.1330 -2.7462
```

Properties
E_tot: -403.39684 Ha
Total charge: +1
Energy relative to the best compared isomer or geometry (same formula, charge and spin): 219.90 kJ/mol
Frontier orbital gap: 11.18 eV



(3)
Density functional theory data (wB97M-V/def2-TZVPD) for a single C5H7NO molecule in a non-equilibrium geometry.

```
14
Properties=species:S:1:pos:R:3
H 2.6848 -1.6143 0.1218
N 1.7440 -1.8153 0.4635
C 1.0157 -0.7914 0.3492
O 1.4473 0.4195 -0.1155
C 0.3641 1.3200 -0.3252
C -0.8469 0.7241 0.3742
C -1.3066 -0.3524 -0.5420
C -0.4340 -0.7049 0.6572
H 0.0843 1.2161 -1.5328
H 0.6884 2.3024 0.0655
H -1.5346 1.3450 0.9404
H -0.7964 -0.0285 -1.5690
H -2.3320 -0.7127 -0.3934
H -0.7780 -1.3074 1.5060
```

Properties
E_tot: -324.63749 Ha
Energy relative to the best compared isomer or geometry (same formula, charge and spin): 228.36 kJ/mol
Frontier orbital gap: 10.82 eV
SMILES: [H]/N=C1\OC[C@H]2C[C@@H]12



(4)
Density functional theory data (wB97M-V/def2-TZVPD) for a 3-piece molecular cluster, C19H43BrN2O4 overall in a non-equilibrium geometry.

```
69
Properties=species:S:1:pos:R:3
C 1.0339 -3.9612 0.9325
C 0.8981 -2.6553 -0.1039
O -0.4219 -2.7890 -0.7382
C -1.0529 -1.4877 -1.0059
O -1.3265 -0.6675 0.1837
C -2.3874 -1.2402 1.0289
O -2.3556 -2.4773 1.5854
O -3.5429 -0.3846 1.3403
C -4.7573 -1.1621 1.6304
C -5.2248 -1.9005 0.2418
C -5.1738 -3.5518 0.4467
Br -7.1710 -1.3931 -0.0643
H 1.1009 -4.9747 0.3322
H 1.8817 -3.8259 1.7282
H 0.0075 -4.0226 1.5375
H 1.8105 -2.7046 -0.8352
H 1.0381 -1.7037 0.5623
H -2.0650 -1.7171 -1.5960
H -0.3794 -0.8970 -1.7948
H -5.6076 -0.3621 1.8802
H -4.6921 -1.8590 2.5681
H -4.6427 -1.5627 -0.7163
H -5.3528 -3.8772 1.5580
H -4.0854 -3.9351 0.1628
H -6.0062 -3.9733 -0.2968
C 2.1386 1.0569 1.7991
C 1.6232 0.4863 3.1164
N 2.4649 -0.5767 3.6705
C 1.8209 -1.3213 4.7571
C 1.4972 -0.5597 6.0373
C 3.8729 -0.2415 3.8920
C 4.1858 0.9434 4.7995
H 2.2977 0.2645 1.0602
H 1.4068 1.7587 1.3857
H 3.0765 1.6043 1.9310
H 0.6248 0.0797 2.9167
H 1.4873 1.3077 3.8294
H 2.4336 -2.1957 5.0120
H 0.8847 -1.7423 4.3702
H 2.3950 -0.3591 6.6265
H 0.8359 -1.1656 6.6671
H 0.9837 0.3856 5.8437
H 4.3372 -0.0518 2.9162
H 4.4047 -1.1247 4.2708
H 3.5692 1.8184 4.5771
H 5.2310 1.2436 4.6622
H 4.0659 0.6894 5.8539
C -0.2614 3.5335 -6.8626
C -0.7768 2.9628 -5.5453
N 0.0649 1.8999 -4.9912
C -0.5791 1.1553 -3.9046
C -0.9028 1.9169 -2.6244
C 1.4729 2.2350 -4.7697
C 1.7858 3.4200 -3.8622
H -0.1023 2.7411 -7.6015
H -0.9932 4.2353 -7.2760
H 0.6765 4.0809 -6.7307
H -1.7752 2.5563 -5.7450
H -0.9127 3.7843 -4.8323
H 0.0336 0.2809 -3.6497
H -1.5153 0.7342 -4.2915
H -0.0050 2.1175 -2.0352
H -1.5641 1.3110 -1.9946
H -1.4163 2.8622 -2.8180
H 1.9372 2.4248 -5.7455
H 2.0047 1.3519 -4.3909
H 1.1692 4.2950 -4.0846
H 2.8310 3.7202 -3.9995
H 1.6659 3.1660 -2.8078
```

Properties
E_tot: -3734.00993 Ha
Frontier orbital gap: 8.58 eV
SMILES: CCOCOC(=O)OC[C@@H](C)Br.CCN(CC)CC.CCN(CC)CC



(5)
Density functional theory data (wB97M-V/def2-TZVPD) for C2H7NS as an isolated structure in a non-equilibrium geometry.

```
11
Properties=species:S:1:pos:R:3
S 1.7508 -0.0217 -2.1866
H 2.8880 -0.6193 -1.7114
C -1.3902 -0.0909 -0.1946
C 0.2456 0.2214 1.4681
N -0.0256 0.2303 0.2451
H -1.4274 -1.0166 -0.8291
H -1.6921 0.8480 -0.7527
H -2.0625 -0.1836 0.7195
H -0.4336 0.1302 2.3104
H 1.3117 0.3251 1.7521
H 0.8351 0.1771 -0.8208
```

Properties
E_tot: -533.27035 Ha
Energy relative to the best compared isomer or geometry (same formula, charge and spin): 157.80 kJ/mol
Frontier orbital gap: 8.20 eV



(6)
Density functional theory data (wB97M-V/def2-TZVPD) for a 2-piece molecular cluster, C3H6ClNS overall in a non-equilibrium geometry.

```
12
Properties=species:S:1:pos:R:3
H 1.0282 1.2887 -0.2164
N 1.3528 0.3404 -0.1053
C 2.5698 0.0756 -0.0195
S 4.1018 0.9391 0.0430
Cl 2.8568 -1.7320 0.1882
H 4.9045 -0.1028 0.4856
C -3.3639 -0.3004 -0.1516
C -2.0981 0.0911 0.0374
H -4.2004 0.2233 -0.4543
H -3.7209 -1.3735 -0.0015
H -2.1026 1.1134 -0.0970
H -1.3283 -0.5629 0.2914
```

Properties
E_tot: -1030.96196 Ha
Energy relative to the best compared isomer or geometry (same formula, charge and spin): 237.46 kJ/mol
Frontier orbital gap: 10.48 eV
SMILES: [H]/N=C(\S)Cl.C=C



Repeat the second record exactly.
Density functional theory data (wB97M-V/def2-TZVPD) for a 2-piece molecular cluster, C6H18N3 overall in a non-equilibrium geometry.

```
27
Properties=species:S:1:pos:R:3
C -0.5566 -1.4118 1.6435
C -1.2964 -0.0876 1.6853
C -0.8336 -2.2161 2.9509
H -0.7855 -1.9823 0.7844
H 0.5558 -1.1870 1.4299
H -2.0743 -0.1395 0.8687
H -1.0882 -1.6173 3.7213
H -1.6701 -2.8521 2.7708
H -0.6074 0.7857 1.6766
H -1.9021 0.0374 2.6436
H 0.0143 -2.8357 3.2432
C -0.6588 0.0447 -1.8620
C -1.9695 0.6428 -2.1975
C 1.3935 0.7837 -0.6793
N 0.2294 1.1445 -1.2694
N 2.0565 -0.4101 -0.7553
N 2.0507 1.8094 0.0207
H -0.8190 -0.8511 -1.1090
H 0.0127 -0.4334 -2.6474
H -1.7680 1.4257 -2.9631
H -2.6278 1.0362 -1.4590
H -0.4834 1.7115 -0.7441
H 1.5778 -1.0882 -1.1323
H 2.8414 -0.6670 -0.1831
H 1.6241 2.6157 0.2493
H 3.0059 1.8341 0.3798
H -2.6340 -0.1330 -2.7462
```

Properties
E_tot: -403.39684 Ha
Total charge: +1
Energy relative to the best compared isomer or geometry (same formula, charge and spin): 219.90 kJ/mol
Frontier orbital gap: 11.18 eV



- Among the records above, which one has the lowest E_tot?
  C19H43BrN2O4



- What is the E_tot in the fourth record?
  -3734.00993 Ha